Entry 1:
DFT (ωB97M-V/def2-TZVPD) results for 2 unconnected molecules or ions with the total composition CH2N2O2S in a non-equilibrium geometry.

## Properties
Energy above the lowest of the compared OMol25 structures with the same formula, charge and spin (eV): 7.006
Structure (SMILES): NC#[N+][O-].O=S

Geometry (Å):
C 0.2157 -0.7172 0.0178
N 1.4410 -0.2293 0.1194
N -0.7080 -1.4446 0.0067
O -1.8023 -1.8503 -0.1597
O -0.9252 2.0498 -0.4266
S -1.9420 1.6719 0.5911
H 2.0950 -0.1912 -0.6224
H 1.6258 0.7110 0.4738

Entry 2:
DFT (ωB97M-V/def2-TZVPD) results for a single CH2N2O2S molecule in a non-equilibrium geometry.

## Properties
Energy above the lowest of the compared OMol25 structures with the same formula, charge and spin (eV): 6.677

Geometry (Å):
C -1.2199 -0.2689 0.0411
N 0.0011 -0.8506 -0.0137
N -1.5610 0.8933 -0.3064
O 3.4138 0.7712 0.1440
O 1.1490 -0.0609 0.0424
S 2.7565 -0.4496 -0.1232
H -1.9268 -0.9100 0.3804
H -2.6127 0.8756 -0.1647